The following is a quantum chemistry calculation of C53H65BF3N2O2P3RuTe as an isolated structure, from the Open Molecules 2025 dataset.

Computed properties:
LUMO level (alpha / beta) = 2.2 / 1.9 eV
Net charge = -1
Gap between HOMO and LUMO (alpha / beta) = 6.345 / 6.226 eV
E_HOMO (alpha / beta) = -4.179 / -4.322 eV
Relative energy (zero: lowest compared OMol25 entry of this formula, charge and spin) = 0.048 eV
Spin multiplicity = 2

XYZ file:
```
131
Properties=species:S:1:pos:R:3:forces:R:3:lowdin_charge:R:1
Ru -0.8093 -0.9724 0.2512 0.59 0.44 -0.53 0.5973
C -0.0185 1.8074 -5.7818 -0.03 -0.06 0.01 -0.1160
C 0.9526 1.5492 -4.6254 -0.06 0.04 0.03 -0.6950
C 2.3823 1.6275 -5.1596 0.03 -0.06 0.02 -0.0875
C 0.7527 2.6894 -3.6114 -0.02 -0.03 0.02 -0.1135
P 0.3956 -0.0079 -3.7038 0.08 -0.07 0.08 1.1154
C 1.7404 -0.2464 -2.4274 0.12 0.07 -0.26 -0.2816
N 1.5522 0.6276 -1.2831 -0.11 -0.26 -0.08 -0.0173
B 0.4293 0.7066 -0.3603 0.03 -0.35 0.31 -0.6403
N 0.7298 1.8944 0.4444 -0.03 0.06 -0.18 0.0108
C -0.0611 2.6292 1.4134 0.13 0.07 0.22 -0.2953
P -1.4412 3.7480 0.7980 -0.04 -0.01 0.06 1.1338
C -0.5756 5.3793 0.3993 0.05 0.01 -0.09 -0.7074
C -1.6061 6.3603 -0.1775 -0.01 -0.03 0.00 -0.1224
C 0.3800 5.0523 -0.7582 0.04 -0.03 0.05 -0.1043
C 0.1993 6.0617 1.5263 -0.02 -0.02 0.00 -0.0901
C -2.3379 3.9499 2.4571 -0.03 0.07 -0.01 -0.6928
C -3.2712 5.1633 2.4211 0.03 0.02 -0.06 -0.1122
C -1.4685 4.0598 3.7127 0.04 0.04 0.02 -0.0845
C -3.2312 2.7100 2.5682 0.06 -0.10 0.02 -0.1100
C 2.0294 2.2920 0.1719 0.13 -0.01 -0.05 -0.1983
C 2.8423 3.2307 0.7888 0.00 -0.02 0.04 -0.0464
C 4.1367 3.4217 0.3127 0.05 0.00 -0.02 -0.1130
C 4.6118 2.6838 -0.7613 0.01 0.04 0.01 -0.1143
C 3.8091 1.7273 -1.3774 0.12 -0.01 -0.07 -0.0287
C 2.5251 1.5237 -0.9025 0.05 0.17 0.11 -0.1992
C 0.6702 -1.5415 -4.7707 0.03 0.06 -0.08 -0.7085
C 0.4533 -2.7417 -3.8412 -0.03 -0.05 0.10 -0.1160
C -0.4331 -1.6055 -5.8340 -0.01 0.04 0.03 -0.1150
C 2.0355 -1.6875 -5.4438 -0.01 0.02 -0.01 -0.0898
H 0.1046 2.8343 -6.1362 0.01 0.04 -0.01 0.0790
H -1.0574 1.6808 -5.4699 -0.01 0.00 0.02 0.0801
H 0.1697 1.1484 -6.6270 0.01 -0.05 -0.06 0.0564
H 2.6029 2.6609 -5.4434 -0.01 0.03 -0.03 0.0834
H 2.5262 1.0083 -6.0439 0.00 -0.02 0.01 0.0586
H 3.1258 1.3406 -4.4161 0.00 -0.01 0.05 0.0598
H 0.8283 3.6449 -4.1388 0.00 0.04 0.00 0.0850
H 1.5090 2.6825 -2.8298 0.04 0.00 0.03 0.0676
H -0.2276 2.6394 -3.1318 -0.03 -0.02 -0.01 0.0671
H 2.7204 -0.0416 -2.8675 -0.11 -0.07 0.04 0.0664
H 1.7369 -1.2899 -2.1121 -0.07 0.12 0.04 0.0655
H 0.6256 3.2223 2.0208 -0.06 -0.05 0.06 0.0687
H -0.5360 1.9254 2.0980 -0.05 0.02 -0.13 0.0445
H -2.2093 5.8812 -0.9508 -0.01 -0.02 -0.02 0.0755
H -1.0796 7.2023 -0.6375 0.02 0.02 0.00 0.0783
H -2.2776 6.7652 0.5739 -0.06 0.00 0.06 0.0499
H -0.1298 4.5039 -1.5516 -0.05 -0.01 -0.03 0.0651
H 1.2368 4.4633 -0.4424 -0.05 0.05 -0.03 0.0528
H 0.7586 5.9877 -1.1810 0.02 0.02 -0.02 0.0854
H -0.4711 6.5647 2.2247 -0.01 -0.01 0.02 0.0638
H 0.8735 6.8181 1.1122 -0.01 0.04 -0.02 0.0828
H 0.8100 5.3620 2.0973 0.04 -0.02 -0.01 0.0570
H -2.7252 6.1008 2.5231 0.01 0.04 -0.02 0.0583
H -3.9698 5.0988 3.2601 -0.01 -0.01 0.04 0.0820
H -3.8596 5.1986 1.5020 -0.01 -0.02 -0.03 0.0795
H -0.9538 5.0196 3.7658 0.03 -0.01 0.00 0.0629
H -0.7241 3.2704 3.7897 0.00 -0.07 0.01 0.0583
H -2.1042 3.9766 4.5997 -0.05 0.02 0.03 0.0850
H -3.9144 2.6464 1.7244 -0.11 -0.02 -0.12 0.0656
H -3.8261 2.7777 3.4843 0.01 -0.04 0.05 0.0861
H -2.6613 1.7799 2.5996 -0.02 0.03 -0.04 0.0478
H 2.4885 3.8192 1.6252 0.01 0.00 -0.02 0.0917
H 4.7751 4.1524 0.7923 0.02 0.01 0.00 0.0905
H 5.6208 2.8368 -1.1210 0.03 0.02 0.00 0.0896
H 4.2083 1.1421 -2.1966 -0.02 0.01 0.03 0.0945
H -0.4067 -2.5852 -3.1850 -0.05 -0.01 0.02 0.0695
H 1.3141 -2.9584 -3.2117 0.02 0.01 0.03 0.0696
H 0.2618 -3.6297 -4.4502 0.00 -0.03 0.00 0.0859
H -1.4231 -1.5467 -5.3759 0.01 0.01 0.01 0.0798
H -0.3622 -2.5572 -6.3682 0.00 -0.04 -0.01 0.0789
H -0.3538 -0.8102 -6.5711 0.00 0.05 -0.03 0.0505
H 2.8580 -1.4975 -4.7533 0.01 0.00 0.04 0.0766
H 2.1410 -1.0164 -6.2956 0.00 0.03 -0.01 0.0609
H 2.1522 -2.7100 -5.8164 -0.01 -0.03 -0.02 0.0820
O 1.5175 -4.2697 -0.8310 -0.08 -0.07 0.00 0.0374
C 0.5810 -3.5552 -0.5232 0.07 0.04 -0.05 -0.6986
O 0.6465 -2.2567 -0.4755 0.11 -0.16 -0.03 -0.2330
C -0.7910 -4.1761 -0.2209 0.04 -0.11 -0.02 -0.2136
P -1.7502 -3.0681 0.8842 -0.24 -0.14 -0.07 0.9974
C -1.4400 -3.8720 2.4969 0.14 0.17 -0.02 -0.3286
C -2.1049 -5.0082 2.9523 0.06 -0.11 -0.07 -0.1047
C -1.7410 -5.6053 4.1482 0.05 0.01 0.05 -0.0895
C -0.6927 -5.0854 4.8966 -0.01 0.00 -0.01 -0.0929
C -0.0020 -3.9758 4.4349 0.00 -0.02 0.03 -0.0751
C -0.3738 -3.3708 3.2439 -0.09 0.04 0.02 -0.0885
C -3.5051 -3.3985 0.4845 0.06 0.00 -0.04 -0.3506
C -4.4928 -3.5864 1.4495 0.00 0.02 -0.04 -0.1201
C -5.8297 -3.6689 1.0864 0.02 -0.01 -0.08 -0.0966
C -6.2004 -3.5452 -0.2443 0.01 0.00 0.02 -0.0888
C -5.2275 -3.3237 -1.2105 -0.08 -0.01 0.03 -0.0767
C -3.8940 -3.2472 -0.8505 0.05 -0.01 0.14 -0.1123
H -0.6546 -5.1762 0.1913 -0.03 0.04 -0.03 0.0941
H -1.3116 -4.2764 -1.1767 -0.01 0.06 0.00 0.0826
H -2.8970 -5.4520 2.3640 -0.03 0.03 -0.02 0.0997
H -2.2731 -6.4837 4.4901 0.00 -0.02 0.02 0.0982
H -0.4110 -5.5486 5.8333 0.00 -0.02 0.02 0.0975
H 0.8243 -3.5695 5.0036 0.00 -0.01 0.02 0.1034
H 0.1564 -2.4909 2.9007 -0.04 -0.03 -0.01 0.0868
H -4.2311 -3.6333 2.4987 0.03 -0.02 -0.01 0.1002
H -6.5808 -3.8113 1.8532 -0.03 0.00 -0.01 0.1018
H -7.2443 -3.5954 -0.5260 -0.01 0.00 0.00 0.0984
H -5.5082 -3.1858 -2.2471 -0.01 -0.01 0.01 0.1038
H -3.1575 -3.0130 -1.6100 0.05 -0.03 0.01 0.0851
F -2.0492 0.4596 9.4999 0.00 0.02 -0.08 0.1209
C -2.1232 1.5067 8.6400 0.01 -0.01 0.11 -0.5761
F -1.2228 2.4087 9.0809 0.01 -0.02 -0.06 0.1223
F -3.3425 2.0520 8.8301 0.01 -0.02 -0.06 0.1227
C -1.8882 1.1001 7.2190 -0.06 0.01 0.05 -0.1402
C -2.9522 0.6304 6.4516 0.14 0.04 0.05 -0.0125
C -2.7346 0.2107 5.1544 0.08 0.02 0.02 -0.0198
C -1.4492 0.2572 4.5940 0.10 0.05 -0.01 -0.2482
C -0.3898 0.7326 5.3817 -0.08 -0.04 -0.02 -0.0241
C -0.6060 1.1461 6.6821 -0.10 -0.02 0.01 -0.0166
C -1.2368 -0.1241 3.2424 0.09 -0.18 -0.29 -0.1315
C -1.0748 -0.4006 2.0579 -0.62 0.32 0.43 -0.2512
H -3.9506 0.5996 6.8664 -0.01 0.01 0.04 0.1184
H -3.5582 -0.1450 4.5498 0.01 0.00 -0.03 0.1151
H 0.6007 0.7843 4.9494 0.00 -0.01 -0.01 0.1188
H 0.2203 1.5173 7.2729 -0.01 0.01 0.04 0.1173
Te -2.3452 0.4632 -1.1058 -0.16 -0.09 0.34 1.0160
C -4.2424 0.4557 -0.1484 -0.21 0.09 -0.12 -0.6019
C -4.5458 -0.3055 0.9729 0.16 0.09 0.07 -0.1654
C -5.7961 -0.2270 1.5655 -0.05 0.04 0.04 -0.0992
C -6.7667 0.6207 1.0486 -0.03 -0.06 0.08 -0.1086
C -6.4703 1.3973 -0.0608 -0.01 0.07 -0.07 -0.1107
C -5.2170 1.3189 -0.6520 0.02 -0.08 0.03 -0.1798
H -3.7786 -0.9335 1.4053 0.04 0.01 -0.01 0.0579
H -6.0115 -0.8276 2.4411 -0.01 -0.02 0.02 0.0972
H -7.7420 0.6829 1.5151 -0.01 0.01 0.01 0.0916
H -7.2138 2.0761 -0.4628 0.01 0.00 0.00 0.0937
H -4.9863 1.9516 -1.5016 0.00 -0.01 -0.04 0.0813
```
Forces are in eV/Å.